No. 1
DFT (ωB97M-V/def2-TZVPD) results for a cluster of 2 separate species, C3H11NO2S in total in a non-equilibrium geometry.

* energy: -724.27823 Eh
* structure (SMILES): OCNCCS.O
* relative energy (zero: lowest compared OMol25 entry of this formula, charge and spin): 21.0 kcal/mol
* Kohn-Sham gap: 9.6 eV
* HOMO level: -8.8 eV

Structure (XYZ):
```
18
C3H11NO2S | OMol25 | ωB97M-V/def2-TZVPD
O -2.42 -2.42 -0.35
C -1.04 -2.80 -0.29
N -0.27 -1.87 0.52
C -0.67 -0.46 0.37
C -0.41 0.01 -1.04
S -1.16 1.68 -1.32
H -2.84 -2.30 0.50
H -0.72 -2.76 -1.34
H -0.87 -3.80 0.17
H 0.20 -2.08 1.38
H -0.10 0.20 1.03
H -1.68 -0.37 0.81
H -0.91 -0.58 -1.87
H 0.62 0.10 -1.43
H -2.46 1.23 -1.19
O 5.19 5.23 1.14
H 4.47 5.77 0.81
H 5.07 5.22 2.10
```


No. 2
DFT (ωB97M-V/def2-TZVPD) results for a cluster of 10 separate species, C62H50I2O21S in total in a non-equilibrium geometry.

* energy: -4965.77550 Eh
* Kohn-Sham gap: 5.7 eV
* HOMO level: -7.6 eV

Structure (XYZ):
```
136
C62H50I2O21S | OMol25 | ωB97M-V/def2-TZVPD
C -1.23 -3.43 1.44
C -0.19 -4.36 0.80
I 0.20 -3.67 -1.21
C 1.13 -4.63 1.61
I 2.88 -4.41 0.32
C 1.34 -3.74 2.80
C 0.70 -4.24 4.11
C 1.11 -3.05 5.00
C 2.54 -2.85 4.45
C 3.20 -1.48 4.65
S 3.01 -0.29 3.31
O 2.30 -0.82 2.19
O 4.31 0.24 3.00
O 2.69 -3.51 3.21
H -2.12 -3.98 1.72
H -0.89 -2.86 2.30
H -1.55 -2.70 0.71
H -0.66 -5.32 0.64
H 1.20 -5.66 1.91
H 0.93 -2.74 2.72
H 1.06 -5.20 4.47
H -0.37 -4.29 3.89
H 1.08 -3.36 6.04
H 0.39 -2.25 4.84
H 3.14 -3.48 5.12
H 4.26 -1.54 4.86
H 2.73 -1.02 5.52
H 2.23 0.69 3.84
C 2.28 -8.15 4.61
C 3.27 -9.04 4.65
C 3.81 -9.54 5.94
O 4.71 -10.35 5.98
C 3.20 -9.00 7.19
C 2.22 -8.12 7.15
C 1.68 -7.63 5.86
O 0.77 -6.82 5.81
H 1.87 -7.77 3.67
H 3.73 -9.44 3.75
H 3.61 -9.38 8.12
H 1.76 -7.71 8.04
C 1.33 0.73 -1.35
C 2.07 1.78 -1.69
C 1.72 2.63 -2.85
O 2.39 3.59 -3.17
C 0.51 2.25 -3.63
C -0.23 1.20 -3.29
C 0.13 0.36 -2.11
O -0.54 -0.60 -1.78
H 1.58 0.10 -0.50
H 2.95 2.07 -1.14
H 0.26 2.88 -4.48
H -1.12 0.91 -3.84
C -0.85 2.59 2.91
C -0.13 2.56 1.79
C -0.10 3.72 0.87
O 0.56 3.68 -0.15
C -0.90 4.92 1.23
C -1.62 4.95 2.35
C -1.65 3.79 3.27
O -2.31 3.81 4.29
H -0.90 1.76 3.60
H 0.46 1.70 1.50
H -0.86 5.75 0.54
H -2.21 5.80 2.63
C -1.52 -6.29 -6.09
C -1.45 -5.54 -7.19
C -1.07 -4.10 -7.11
O -1.02 -3.41 -8.11
C -0.77 -3.54 -5.78
C -0.83 -4.29 -4.68
C -1.21 -5.72 -4.75
O -1.27 -6.41 -3.76
H -1.79 -7.33 -6.12
H -1.67 -5.93 -8.18
H -0.50 -2.49 -5.76
H -0.61 -3.88 -3.70
C 5.88 3.39 -0.28
C 6.67 4.14 0.47
C 7.51 3.55 1.54
O 8.23 4.24 2.23
C 7.44 2.08 1.73
C 6.65 1.32 0.98
C 5.81 1.92 -0.09
O 5.08 1.23 -0.78
H 5.26 3.80 -1.07
H 6.74 5.22 0.35
H 8.06 1.67 2.52
H 6.57 0.25 1.11
C 1.57 1.20 -7.76
C 1.94 1.72 -8.93
C 1.55 1.07 -10.21
O 1.89 1.54 -11.28
C 0.74 -0.16 -10.14
C 0.37 -0.68 -8.97
C 0.76 -0.04 -7.69
O 0.43 -0.50 -6.62
H 1.85 1.66 -6.82
H 2.53 2.62 -9.01
H 0.46 -0.62 -11.08
H -0.23 -1.58 -8.89
C -1.23 -8.77 2.62
C -2.23 -9.57 2.28
C -2.23 -10.31 0.99
O -3.14 -11.04 0.68
C -1.06 -10.12 0.10
C -0.05 -9.31 0.44
C -0.06 -8.58 1.73
O 0.85 -7.85 2.04
H -1.21 -8.22 3.56
H -3.10 -9.72 2.92
H -1.07 -10.66 -0.84
H 0.81 -9.16 -0.20
C -5.21 7.63 -0.17
C -6.29 8.41 -0.13
C -6.81 8.92 1.16
O -7.79 9.63 1.19
C -6.09 8.54 2.40
C -5.02 7.76 2.35
C -4.49 7.25 1.07
O -3.50 6.54 1.03
H -4.81 7.24 -1.10
H -6.83 8.70 -1.02
H -6.49 8.93 3.32
H -4.48 7.47 3.25
C -6.39 12.23 -0.33
C -6.85 12.88 -1.40
C -6.13 14.05 -1.96
O -6.55 14.64 -2.93
C -4.86 14.45 -1.30
C -4.39 13.79 -0.24
C -5.12 12.63 0.32
O -4.70 12.03 1.29
H -6.90 11.38 0.10
H -7.77 12.60 -1.89
H -4.34 15.30 -1.73
H -3.47 14.07 0.26
```